Below is C3H4N2OS in the gas phase, with properties calculated with ωB97M-V/def2-TZVPD.

Its SMILES is [H]/N=C\N(C=O)C=S. For the total energy, the calculation gives -699.62123 a.u. For the HOMO energy, the calculation gives -9.39 eV.

Element x y z (Å)
H -2.3269 1.1747 0.1093
N -1.4716 1.7858 0.0629
C -0.4068 1.1176 -0.0087
N -0.2673 -0.2622 -0.0019
C -1.3751 -1.1287 -0.0424
O -2.5433 -0.7394 -0.0741
C 1.0062 -0.7450 0.1454
S 2.4342 0.0555 -0.0617
H 0.5599 1.6676 -0.0111
H -1.0371 -2.1644 -0.0230
H 1.0303 -1.7799 0.5126

=====

Below is C3H4N2OS in the gas phase, with properties calculated with ωB97M-V/def2-TZVPD.

Its SMILES is O=C/N=C/NC=S. For the total energy, the calculation gives -699.63280 a.u. For the HOMO energy, the calculation gives -9.31 eV.

Element x y z (Å)
O 2.7285 1.7126 0.9813
C 2.1763 2.0760 -0.0617
N 1.0426 1.4507 -0.6116
C 0.5618 0.5606 0.1269
N -0.4794 -0.1966 -0.3525
C -1.0296 -1.2592 0.2906
S -2.3903 -2.0296 -0.2215
H 2.6084 2.8944 -0.6704
H 1.0220 0.1764 1.0572
H -0.9084 0.1290 -1.2432
H -0.4991 -1.4701 1.1628

=====

Below is C3H4N2OS2 in the gas phase, with properties calculated with ωB97M-V/def2-TZVPD.

Its SMILES is O=C1CN=C(NS)S1. For the total energy, the calculation gives -1097.83827 a.u. For the HOMO energy, the calculation gives -9.43 eV.

Element x y z (Å)
O -2.7905 -1.4493 -0.0983
C -1.7814 -0.8081 -0.0963
C -1.6448 0.7194 -0.1186
N -0.2709 1.1272 -0.0928
C 0.5273 0.1462 -0.0577
N 1.8989 0.3276 0.0250
S 3.0597 -0.8805 -0.2155
S -0.1118 -1.5171 -0.0597
H -2.1517 1.1031 -1.0274
H -2.2006 1.1240 0.7370
H 2.1730 1.2762 -0.0633
H 3.2927 -1.1688 1.0674